This record from OMol25 describes one molecule with the formula C2H2Cl2OS at a distorted geometry. The level of theory is ωB97M-V/def2-TZVPD.

Last column: natural (NBO) charge in e.
Element x y z (Å)
C  0.3709  -0.4964  0.1205  0.213
C  -0.8996  -0.0402  0.1205  -0.172
O  0.8157  -1.7318  0.1891  -0.679
S  -1.2937  2.0991  0.1651  -0.116
Cl  1.6987  0.6262  -0.0626  -0.024
Cl  -2.3657  -0.8392  0.2443  0.089
H  1.6685  -2.0301  -0.3392  0.524
H  0.0051  2.4124  -0.4378  0.164

- energy (hartree) = -1471.129091
- orbital gap (eV) = 8.78
- SMILES string = O/C(Cl)=C(/S)Cl
- energy relative to the best compared isomer or geometry (same formula, charge and spin) (kJ/mol) = 222.6
- strongest force on any atom (eV/Å) = 4.36

---

This record from OMol25 describes a 3-piece molecular cluster, C3H4N2S overall at a distorted geometry. The level of theory is ωB97M-V/def2-TZVPD.

Last column: natural (NBO) charge in e.
Element x y z (Å)
C  0.1503  0.7339  0.2503  0.371
C  1.5206  -0.0117  -0.0709  -0.080
C  2.5599  -0.5983  -0.1793  -0.201
H  -2.9334  -1.4583  1.0714  0.176
H  -0.1974  -1.2821  -0.5364  0.390
H  -1.2789  2.0052  -0.2806  0.370
H  3.5751  -0.7503  -0.4278  0.243
N  -0.7848  -0.4215  0.4571  -0.745
N  -0.1837  1.9532  -0.0153  -0.620
S  -2.4278  -0.1701  -0.2686  0.096

- energy (hartree) = -624.123604
- orbital gap (eV) = 8.23
- energy relative to the best compared isomer or geometry (same formula, charge and spin) (kJ/mol) = 793.4
- strongest force on any atom (eV/Å) = 5.79

---

This record from OMol25 describes C14H32N4O2P2Yb as an isolated structure at a distorted geometry. The level of theory is ωB97M-V/def2-TZVPD.

Last column: natural (NBO) charge in e.
Element x y z (Å)
Yb  0.2031  0.1388  -0.4299  1.796
P  1.0297  2.9209  -0.4378  0.296
P  2.1468  -1.9055  -0.1409  0.282
N  -1.7176  0.8782  -1.4831  -0.580
N  -1.0559  -1.6759  -1.1889  -0.520
H  -3.4808  0.2484  -2.5595  0.238
H  -3.0262  -2.2299  -1.8331  0.243
H  -3.4364  -0.1716  -0.8179  0.228
C  -2.8365  -0.0666  -1.7318  -0.240
H  -2.0173  -1.5224  -3.1151  0.242
C  -2.2625  -1.4581  -2.0331  -0.256
H  -2.4391  2.6200  -2.3745  0.208
H  -0.8415  -3.6859  -1.7024  0.220
C  -1.6215  2.0978  -1.8140  0.257
C  -0.3753  -2.7921  -1.2492  0.066
H  -1.0073  3.9677  -1.0754  0.280
C  -0.5012  3.1049  -1.5394  -0.755
H  -0.0765  3.3835  -2.5176  0.295
H  3.1874  -2.3247  -1.0399  0.100
H  2.6046  -2.7784  0.8965  0.063
H  1.8866  3.6585  -1.2988  0.081
H  0.7321  4.0122  0.4269  0.032
O  1.3897  0.4626  -2.2477  -0.949
C  0.8908  0.1768  -3.5149  0.123
C  1.1190  1.3253  -4.4963  -0.622
C  1.4741  -1.1347  -4.0161  -0.621
H  -0.2187  0.0533  -3.4193  0.110
H  0.4848  2.1791  -4.2455  0.185
H  2.1716  1.6385  -4.5065  0.229
H  0.8467  1.0024  -5.5058  0.228
H  1.2178  -1.9587  -3.3491  0.177
H  1.0870  -1.3585  -5.0134  0.226
H  2.5651  -1.0615  -4.0752  0.227
C  0.9348  -3.0554  -0.7554  -0.350
H  1.2509  -4.1038  -0.7366  0.251
C  2.1113  1.1743  2.9090  -0.395
N  1.0268  0.6100  3.7037  -0.406
C  1.0880  0.8595  5.1350  -0.425
C  0.0002  0.0379  3.0228  0.831
O  0.0149  0.1142  1.7596  -0.824
N  -1.0396  -0.6618  3.5465  -0.399
C  -1.3975  -0.9112  4.9311  -0.416
C  -1.8778  -1.2906  2.5424  -0.394
H  3.0668  0.9009  3.3653  0.227
H  2.0393  2.2696  2.8814  0.210
H  2.0642  0.7842  1.8876  0.209
H  0.2131  1.4217  5.4930  0.221
H  1.2243  -0.0679  5.7114  0.222
H  1.9719  1.4813  5.2957  0.238
H  -2.4386  -0.6093  5.1214  0.225
H  -1.3258  -1.9816  5.1786  0.221
H  -0.7470  -0.3456  5.5949  0.228
H  -2.3549  -0.5368  1.9011  0.200
H  -1.2952  -1.9706  1.9030  0.198
H  -2.6528  -1.8631  3.0574  0.235

- energy (hartree) = -2763.015697
- net charge = +2
- orbital gap (alpha / beta) (eV) = 9.06 / 6.28
- <S²> = 2.03
- strongest force on any atom (eV/Å) = 2.73
- 2S+1 = 3

---

This record from OMol25 describes C27H19BrI2IrNOSi as an isolated structure. The level of theory is ωB97M-V/def2-TZVPD.

Last column: natural (NBO) charge in e.
Element x y z (Å)
Ir  0.8443  -0.4363  -1.2216  0.724
I  0.9917  4.6254  -0.1822  0.239
C  2.4444  3.1614  -0.0226  -0.207
C  3.7473  3.4907  0.4167  -0.232
C  4.7253  2.5429  0.5326  -0.141
I  6.6136  3.1186  1.1853  0.224
C  4.4465  1.1834  0.2085  -0.121
C  5.3517  0.1079  0.2882  -0.066
C  4.9438  -1.1567  -0.0446  -0.258
C  3.6294  -1.3784  -0.4645  0.114
N  2.7559  -0.3885  -0.5538  -0.435
C  3.1456  0.8828  -0.2247  0.099
C  2.1438  1.8640  -0.3495  0.304
O  0.9397  1.4593  -0.7607  -0.664
H  3.9635  4.5210  0.6640  0.250
H  6.3678  0.2896  0.6129  0.248
H  5.6227  -1.9951  0.0092  0.250
H  3.2715  -2.3621  -0.7308  0.247
C  -1.9198  2.3303  3.5868  -0.162
C  -0.6059  2.1196  3.1934  -0.214
C  -0.3294  1.3000  2.1098  -0.188
C  -1.3636  0.6684  1.4164  -0.517
C  -2.6814  0.8585  1.8498  -0.201
C  -2.9586  1.6987  2.9166  -0.206
Si  -1.1431  -0.5091  0.0166  1.727
C  -1.4381  0.0561  -1.7536  -0.599
C  -1.7297  -0.8695  -2.7787  -0.112
C  -2.1473  -0.4365  -4.0262  -0.247
C  -2.2971  0.9213  -4.2616  -0.099
C  -2.0299  1.8606  -3.2629  -0.223
C  -1.5882  1.4404  -2.0306  -0.127
C  -1.7898  -2.1964  0.3816  -0.514
C  -2.9354  -2.7049  -0.2369  -0.203
C  -3.4106  -3.9678  0.0884  -0.208
C  -2.7430  -4.7374  1.0294  -0.177
C  -1.6086  -4.2411  1.6603  -0.191
C  -1.1418  -2.9761  1.3454  -0.204
H  -2.1352  2.9780  4.4267  0.226
H  0.2042  2.5966  3.7299  0.225
H  0.6993  1.1367  1.8237  0.205
H  -3.5011  0.3460  1.3558  0.218
H  -3.9820  1.8506  3.2327  0.229
H  -1.6294  -1.9289  -2.5855  0.244
H  -2.3525  -1.1538  -4.8090  0.238
H  -2.6253  1.2613  -5.2359  0.233
H  -2.1585  2.9155  -3.4640  0.235
H  -1.3644  2.1665  -1.2586  0.245
H  -3.4712  -2.1147  -0.9716  0.212
H  -4.3016  -4.3496  -0.3927  0.227
H  -3.1105  -5.7244  1.2782  0.227
H  -1.0939  -4.8395  2.4002  0.225
H  -0.2610  -2.5962  1.8534  0.214
Br  0.9960  -2.6890  -1.9894  -0.311

- energy (hartree) = -4733.354645
- net charge = +1
- orbital gap (alpha / beta) (eV) = 6.92 / 6.03
- energy relative to the best compared isomer or geometry (same formula, charge and spin) (kJ/mol) = 0.0
- <S²> = 0.76
- strongest force on any atom (eV/Å) = 0.89
- 2S+1 = 2

---

This record from OMol25 describes C28H34N3 as an isolated structure at a distorted geometry. The level of theory is ωB97M-V/def2-TZVPD.

Last column: natural (NBO) charge in e.
Element x y z (Å)
C  -2.8487  0.1842  4.1438  -0.637
C  -1.3524  0.1260  4.0077  0.001
C  -0.6136  1.2850  3.7833  -0.205
C  0.7679  1.2478  3.5788  -0.177
C  1.4044  0.0006  3.5190  0.084
N  2.7777  -0.1051  3.0573  -0.660
C  0.7166  -1.1520  3.9103  -0.217
C  -0.6652  -1.0856  4.0915  -0.189
H  -3.2887  -0.8192  4.1654  0.225
H  -3.1870  0.7096  5.0492  0.235
H  -3.2903  0.7173  3.2917  0.230
H  -1.1344  2.2338  3.7636  0.225
H  1.3446  2.1667  3.4712  0.214
H  3.2840  -0.7140  3.7490  0.409
H  3.2586  0.7934  3.1558  0.408
H  1.2542  -2.0935  4.0527  0.219
H  -1.2206  -1.9920  4.2970  0.226
C  11.6485  -1.3461  2.3309  -0.410
C  11.3517  -2.8477  2.4025  -0.411
C  9.8183  -2.9834  2.4388  -0.216
N  9.2921  -1.6665  2.1139  -0.408
C  7.9569  -1.4063  1.9726  0.348
C  6.9829  -2.3342  2.4296  -0.299
C  5.6274  -2.0695  2.3150  -0.127
C  5.1518  -0.8896  1.6885  -0.243
C  3.7178  -0.7304  1.4415  0.097
C  3.3553  -0.0900  0.1614  -0.130
C  3.9023  -0.5344  -1.0868  -0.190
C  3.3716  -0.1281  -2.3029  -0.253
C  2.3618  0.8682  -2.3679  0.216
N  1.8859  1.3591  -3.5563  -0.413
C  1.2870  2.6795  -3.6880  -0.205
C  1.0245  2.8701  -5.1922  -0.410
C  1.1674  1.4837  -5.8314  -0.409
C  1.8789  0.5962  -4.7897  -0.206
C  1.8832  1.3709  -1.1298  -0.279
C  2.3132  0.8474  0.0821  -0.129
C  6.1301  -0.0162  1.1302  -0.125
C  7.4883  -0.2289  1.3318  -0.298
C  10.3307  -0.6702  1.9125  -0.216
H  11.9497  -0.9727  3.3154  0.216
H  12.4440  -1.1163  1.6187  0.229
H  11.7307  -3.3546  1.5094  0.217
H  11.8032  -3.3160  3.2805  0.228
H  9.4693  -3.7463  1.7227  0.205
H  9.4834  -3.3148  3.4353  0.195
H  7.3171  -3.2628  2.8943  0.229
H  4.9052  -2.7857  2.7090  0.216
H  3.1014  -1.6700  1.6385  0.215
H  4.7480  -1.2270  -1.1186  0.226
H  3.7474  -0.5257  -3.2468  0.227
H  0.3443  2.7417  -3.1200  0.182
H  1.9419  3.4741  -3.2918  0.201
H  0.0364  3.3035  -5.3634  0.224
H  1.7756  3.5518  -5.6041  0.213
H  0.1805  1.0603  -6.0494  0.214
H  1.7408  1.5205  -6.7615  0.224
H  2.9029  0.3483  -5.1180  0.186
H  1.3514  -0.3672  -4.6663  0.197
H  1.1321  2.1609  -1.1124  0.222
H  1.8697  1.1752  1.0216  0.194
H  5.8096  0.8612  0.5612  0.237
H  8.2113  0.4972  0.9605  0.230
H  10.1415  0.2431  2.4980  0.207
H  10.3728  -0.3628  0.8536  0.193

- energy (hartree) = -1251.362812
- net charge = +1
- orbital gap (eV) = 6.61
- energy relative to the best compared isomer or geometry (same formula, charge and spin) (kJ/mol) = 0.0
- strongest force on any atom (eV/Å) = 3.07